# 1
C38H73F3N4O14S2 | wB97M-V/def2-TZVPD

```
! RIJCOSX wB97M-V def2-TZVPD def2/J DEFGRID3
* xyz 0 1
S -0.531 2.827 -1.814
S 4.671 -0.710 -5.588
F -0.216 2.222 0.941
F 1.711 2.931 -0.288
F 0.066 4.599 0.307
O 3.644 3.802 -4.340
O 3.689 5.394 -5.758
O -0.237 -4.814 5.863
O 3.591 -3.426 4.190
O -0.626 4.151 -2.622
O 6.674 -2.622 -0.988
O 1.419 -6.873 -2.497
O -6.089 1.272 -1.398
O -0.788 1.204 3.898
O -1.998 2.328 -1.624
O 1.018 7.129 1.703
O 4.793 9.386 -6.735
O -5.124 -5.198 0.549
O -8.533 4.773 0.169
N 4.003 0.869 -5.171
N 3.535 4.187 -5.650
N 3.545 -1.734 -4.673
N -3.450 -1.793 0.410
C -6.236 2.180 -0.317
C -0.851 -0.664 -1.389
C -10.346 5.628 -1.158
C 2.620 5.856 2.965
C 1.884 2.008 -3.572
C 6.395 8.113 -5.474
C 2.504 -1.880 1.670
C 0.240 3.176 -0.100
C 1.125 -2.875 -2.750
C 4.057 -4.749 4.410
C 1.617 6.990 2.983
C 2.568 -0.766 -3.981
C 3.370 -2.735 -1.129
C 6.527 -1.713 0.093
C 2.904 -5.643 4.817
C 3.175 -8.308 -1.699
C -1.019 -5.944 6.222
C 2.817 0.834 -4.233
C 5.392 9.247 -5.455
C 1.359 -1.275 -2.998
C -0.777 -0.830 0.275
C 7.383 -0.486 -0.143
C -1.984 1.322 4.653
C -2.130 -1.402 0.979
C -2.808 2.485 4.138
C 2.843 -2.286 0.367
C -9.861 4.510 -0.258
C -5.381 3.408 -0.552
C 2.328 -3.663 -1.978
C 0.379 -0.101 -2.320
C -7.144 -3.917 0.790
C -3.600 -1.632 -1.064
C -2.349 -1.106 -1.957
C -1.252 -6.818 5.007
C 2.252 3.564 -3.931
C -6.321 -5.079 1.304
C 0.606 1.532 -2.604
C 1.841 -7.661 -1.393
H -0.482 -6.499 6.996
H 4.511 -5.109 3.482
H 3.245 -6.668 4.985
H 1.975 4.237 -2.987
H -10.501 4.412 0.625
H 7.098 0.008 -1.078
H -2.542 0.386 4.558
H -8.542 5.617 0.652
H -3.055 2.343 3.081
H 2.293 -1.207 2.634
H -0.299 -7.152 4.585
H 2.134 4.913 2.693
H -1.722 1.463 5.706
H -5.487 4.121 0.270
H -2.245 3.421 4.211
H 1.038 -3.370 -3.833
H 2.130 -5.650 4.042
H 0.830 6.806 3.721
H -7.391 -4.058 -0.268
H 7.277 0.227 0.680
H -6.879 -6.016 1.209
H -2.046 -1.519 2.166
H 2.903 -4.393 -2.726
H 5.909 7.170 -5.746
H 2.432 -5.273 5.733
H 3.516 -8.916 -0.856
H -3.736 2.587 4.707
H 4.337 -3.408 -0.937
H -6.581 -2.981 0.863
H 1.488 3.905 -4.782
H -4.632 -4.365 0.647
H 0.575 6.288 1.494
H -1.850 -7.696 5.268
H -4.631 -1.890 -1.604
H 8.438 -0.762 -0.236
H -0.727 -4.323 5.181
H 1.805 -4.396 -1.195
H 6.869 7.996 -4.495
H 4.605 9.063 -4.718
H -8.073 -3.815 1.359
H -5.950 1.674 0.610
H 0.111 -3.150 -2.208
H 2.110 7.934 3.233
H -6.059 -4.939 2.358
H -5.149 1.025 -1.447
H 1.341 -7.463 -3.266
H 3.094 5.738 3.943
H 3.756 -1.774 -1.671
H -0.295 2.037 3.995
H -4.325 3.132 -0.646
H -1.967 -5.595 6.642
H 0.192 -0.534 0.880
H 7.614 -2.869 -1.037
H 5.885 10.191 -5.205
H -5.665 3.902 -1.487
H -1.771 -6.259 4.221
H -9.693 5.728 -2.032
H -2.525 -1.013 -3.130
H 7.172 8.298 -6.223
H 3.932 -7.547 -1.915
H 3.197 -3.112 5.022
H -7.292 2.458 -0.245
H 1.076 -8.416 -1.189
H 4.350 8.545 -6.945
H 1.923 -7.008 -0.519
H 4.828 -4.726 5.185
H 6.814 -2.220 1.019
H 5.471 -1.436 0.164
H 3.102 -8.946 -2.586
H -11.367 5.438 -1.500
H 3.397 6.041 2.215
H -9.865 3.557 -0.795
H -10.323 6.587 -0.631
*
```

Calculated values
Highest occupied orbital energy   -8.90 eV
F_max   0.1817 hartree/bohr


# 2
C6H10N2 | wB97M-V/def2-TZVPD

```
! RIJCOSX wB97M-V def2-TZVPD def2/J DEFGRID3
* xyz 0 1
N -1.782 0.199 1.117
N 2.130 1.275 0.472
C -0.882 -2.336 -0.508
C -0.802 0.213 0.226
C 1.086 -0.920 0.320
C -0.213 -1.256 -0.109
C -0.954 1.050 -1.032
C 1.078 0.414 0.840
H -0.944 2.108 -0.756
H -1.921 0.847 -1.495
H -1.422 0.314 2.068
H -0.161 0.837 -1.754
H 2.052 2.215 0.840
H 0.772 0.638 1.858
H -0.419 -3.317 -0.514
H -1.921 -2.257 -0.807
H 1.940 -1.280 -0.252
H 2.364 1.256 -0.514
*
```

Calculated values
Highest occupied orbital energy (alpha / beta)   -7.83 / -6.88 eV
F_max   0.0725 hartree/bohr
Energy relative to the best compared isomer or geometry (same formula, charge and spin)   129.2 kcal per mole


Q: Look up the F_max of the first one.
A: 0.1817 hartree/bohr


Q: Which of these has the highest F_max?
A: C38H73F3N4O14S2